{"formula": "C16H17NO", "method": "ωB97M-V/def2-TZVPD", "species": ["C", "C", "H", "H", "C", "C", "H", "H", "N", "H", "H", "C", "C", "C", "H", "C", "H", "C", "H", "H", "C", "H", "C", "H", "O", "C", "C", "H", "C", "H", "C", "H", "H", "C", "H"], "coordinates": [[-0.315, 0.142, 4.179], [2.872, -0.844, 0.464], [3.770, -0.571, 1.015], [3.277, -1.266, 3.487], [-2.058, 0.561, -2.062], [0.180, -0.197, -5.650], [-1.109, 1.178, 1.712], [-0.917, 2.383, -1.914], [-0.301, 0.580, 1.699], [-1.278, 0.557, 4.427], [-3.354, 1.620, -1.114], [-0.493, 1.259, -3.700], [0.236, 0.184, 2.898], [1.469, -0.429, 2.627], [1.163, 0.256, -5.600], [1.680, -0.332, 1.206], [2.325, -1.333, 5.742], [1.737, -0.911, 4.943], [0.338, 0.677, -0.292], [-2.817, -1.420, -2.296], [-1.398, -0.929, -3.809], [-1.493, -1.899, -4.282], [2.273, -0.911, 3.667], [2.964, -0.398, -0.524], [-2.890, 0.775, -0.963], [-2.138, -0.672, -2.669], [0.597, 0.288, 0.684], [0.068, -0.416, 6.193], [0.464, -0.384, 5.191], [-0.305, 0.083, -6.588], [-1.179, 1.524, -2.519], [2.877, -1.930, 0.355], [0.155, 2.006, -4.127], [-0.620, 0.070, -4.403], [0.347, -1.266, -5.745]], "forces_ev_per_angstrom": [[0.372, 0.373, 0.308], [0.155, 0.146, 0.185], [0.195, -0.047, 0.010], [-0.002, -0.190, -0.075], [-0.638, 0.085, 0.753], [-0.126, -0.456, -0.064], [0.015, -0.101, -0.727], [-0.393, 0.231, -0.162], [-0.087, 0.204, 0.916], [-0.248, 0.076, -0.156], [0.378, -0.549, 0.239], [-0.029, 0.282, -0.240], [-0.197, -0.958, 0.025], [0.553, 0.373, -0.292], [0.108, 0.278, -0.055], [0.380, -0.319, -0.333], [0.002, 0.065, 0.253], [0.404, 0.028, -0.373], [0.347, -0.442, -0.132], [-0.086, -0.049, 0.242], [-0.117, 0.254, -0.405], [0.084, -0.021, -0.026], [-0.604, -0.005, 0.229], [-0.122, -0.001, -0.105], [0.051, 0.678, -0.303], [0.028, -0.237, -0.505], [-0.950, 0.925, 0.159], [-0.049, 0.017, 0.141], [-0.106, -0.200, -0.110], [-0.099, 0.329, 0.173], [0.477, -0.356, -0.230], [-0.088, 0.006, 0.027], [0.244, 0.271, 0.116], [0.086, -0.450, 0.471], [0.061, -0.240, 0.045]], "smiles": "Cc1c[nH]c2ccccc12.Cc1ccc(O)cc1", "gap_ev": 8.3, "e_tot_ha": -749.8871, "homo_ha": -0.28139, "multiplicity": 1}